Entry 1:
{
  "formula": "C21H17F2NO3",
  "method": "ωB97M-V/def2-TZVPD",
  "charge": 0,
  "spin_multiplicity": 1,
  "e_above_lowest_kcal_mol": 3.9,
  "homo_energy_ha": -0.331,
  "smiles": "Cc1ccc(C(Oc2ccc([N+](=O)[O-])cc2)c2ccc(C)c(F)c2)cc1F",
  "total_energy_ha": -1290.5055,
  "mol_weight_g_mol": 369.4,
  "species": ["C", "C", "C", "C", "C", "C", "O", "C", "C", "C", "C", "N", "O", "O", "C", "C", "C", "C", "C", "C", "C", "C", "F", "C", "C", "C", "F", "H", "H", "H", "H", "H", "H", "H", "H", "H", "H", "H", "H", "H", "H", "H", "H", "H"],
  "xyz": [[-5.903, -0.809, -2.511], [-4.598, -0.321, -1.981], [-3.588, 0.182, -2.812], [-2.310, 0.414, -2.305], [-1.988, 0.208, -0.960], [-0.486, 0.366, -0.570], [0.302, -1.013, -0.834], [1.661, -1.029, -0.918], [2.188, -2.359, -0.932], [3.550, -2.619, -1.009], [4.453, -1.531, -1.059], [5.867, -1.798, -1.057], [6.597, -0.774, -1.052], [6.322, -2.967, -1.055], [3.992, -0.192, -1.079], [2.599, 0.056, -1.016], [-0.188, 0.896, 0.812], [0.816, 1.864, 0.938], [1.358, 2.202, 2.176], [0.827, 1.645, 3.344], [1.448, 1.873, 4.675], [-0.306, 0.840, 3.219], [-0.877, 0.375, 4.385], [-0.799, 0.407, 1.982], [-3.065, -0.034, -0.079], [-4.324, -0.355, -0.618], [-5.330, -0.797, 0.216], [-5.939, -0.665, -3.599], [-6.033, -1.889, -2.332], [-6.769, -0.304, -2.057], [-3.778, 0.347, -3.874], [-1.566, 0.938, -2.904], [-0.014, 0.981, -1.347], [1.417, -3.131, -0.842], [3.877, -3.664, -1.052], [4.746, 0.614, -1.127], [2.320, 1.116, -1.049], [1.120, 2.387, 0.026], [2.225, 2.873, 2.210], [2.392, 2.417, 4.554], [0.794, 2.443, 5.350], [1.683, 0.923, 5.173], [-1.657, -0.265, 1.974], [-3.037, 0.148, 0.996]],
  "atomic_forces_ev_per_a": [[-0.61, -0.16, -0.44], [0.34, 0.06, 0.05], [0.28, -0.22, 0.37], [-0.02, 0.39, 0.08], [0.37, -0.02, 0.34], [0.11, -0.77, -0.63], [-1.05, 1.99, 0.62], [1.14, -0.08, 0.00], [-0.37, 0.89, 0.13], [-0.37, 0.43, -0.11], [-1.43, -0.13, 0.05], [2.66, 0.35, -0.07], [-0.99, -2.15, -0.01], [-1.34, 2.38, 0.00], [-0.38, -1.09, 0.13], [0.12, -0.28, -0.10], [0.15, -0.18, 0.26], [-0.25, 0.11, -0.15], [-0.30, -0.19, -0.23], [-0.16, 0.00, -0.39], [0.39, 0.18, 0.59], [0.03, -0.43, -0.19], [0.37, 0.32, -1.13], [0.27, 0.24, 0.64], [-0.64, -0.07, -0.27], [0.47, -0.20, 0.20], [0.94, 0.65, -0.52], [-0.06, 0.03, 0.30], [0.11, 0.35, 0.07], [0.33, -0.12, -0.11], [-0.04, -0.07, 0.31], [-0.03, -0.62, -0.26], [-0.23, 0.16, 0.40], [0.57, 0.03, -0.13], [0.16, 0.60, 0.14], [-0.76, -0.53, 0.02], [-0.14, -0.76, 0.03], [0.23, -0.30, 0.43], [-0.46, -0.23, 0.16], [-0.25, -0.03, 0.09], [0.14, -0.14, -0.17], [-0.15, 0.19, -0.12], [0.72, 0.00, 0.08], [0.14, -0.57, -0.47]],
  "nbo_charge": [-0.63, -0.09, -0.19, -0.19, -0.04, 0.10, -0.53, 0.44, -0.29, -0.15, -0.03, 0.51, -0.40, -0.38, -0.14, -0.34, -0.08, -0.18, -0.20, -0.09, -0.63, 0.46, -0.34, -0.27, -0.28, 0.46, -0.34, 0.22, 0.23, 0.23, 0.22, 0.21, 0.20, 0.23, 0.25, 0.26, 0.22, 0.21, 0.22, 0.22, 0.23, 0.23, 0.23, 0.23]
}

---

Entry 2:
{
  "formula": "C33H24Cl5N6O7SW",
  "method": "ωB97M-V/def2-TZVPD",
  "charge": 1,
  "spin_multiplicity": 1,
  "e_above_lowest_kcal_mol": 41.8,
  "homo_energy_ha": -0.385,
  "total_energy_ha": -4893.1649,
  "mol_weight_g_mol": 1009.8,
  "species": ["W", "C", "O", "C", "C", "C", "C", "C", "C", "N", "N", "C", "O", "C", "C", "C", "C", "C", "C", "C", "O", "H", "H", "H", "H", "H", "H", "H", "H", "H", "H", "H", "H", "Cl", "C", "C", "C", "Cl", "C", "Cl", "C", "Cl", "C", "Cl", "N", "C", "C", "C", "C", "C", "C", "S", "O", "O", "N", "C", "N", "C", "C", "C", "N", "H", "H", "H", "H", "H", "H", "H", "H", "H", "C", "C", "O", "O", "H", "H", "H"],
  "xyz": [[-0.281, 0.318, 0.482], [-4.433, 1.686, -2.215], [-4.392, 1.372, -0.852], [-3.859, 2.428, -0.154], [-4.625, 3.483, 0.361], [-4.007, 4.576, 0.981], [-2.640, 4.514, 1.169], [-1.927, 3.360, 0.791], [-0.477, 3.538, 0.606], [0.274, 2.491, 0.498], [1.544, 2.844, 0.021], [1.958, 1.837, -0.700], [1.172, 0.703, -0.752], [3.227, 1.755, -1.369], [3.714, 0.526, -1.813], [4.890, 0.447, -2.485], [5.632, 1.579, -2.772], [5.172, 2.847, -2.318], [3.945, 2.918, -1.619], [-2.510, 2.310, 0.151], [-1.797, 1.224, -0.229], [-5.107, 0.991, -2.715], [-3.472, 1.632, -2.671], [-4.836, 2.701, -2.299], [-5.657, 3.498, 0.147], [-4.629, 5.410, 1.285], [-2.193, 5.429, 1.462], [-0.022, 4.517, 0.549], [3.248, -0.395, -1.637], [5.206, -0.532, -2.800], [6.585, 1.540, -3.365], [5.703, 3.738, -2.693], [3.526, 3.834, -1.275], [1.445, 1.654, 3.283], [-0.297, 1.446, 3.559], [-1.112, 0.910, 2.523], [-2.521, 0.919, 2.787], [-3.693, 0.143, 1.829], [-2.975, 1.613, 3.908], [-4.660, 1.809, 4.052], [-2.169, 2.047, 4.986], [-2.863, 2.919, 6.332], [-0.760, 1.868, 4.820], [0.434, 2.178, 5.983], [3.277, -5.306, -3.172], [2.272, -4.412, -3.072], [0.963, -4.818, -2.989], [-0.072, -3.979, -2.914], [0.267, -2.616, -2.832], [1.602, -2.163, -2.962], [2.609, -3.070, -3.051], [-0.948, -1.414, -2.480], [-0.487, -0.120, -2.937], [-2.256, -1.942, -2.694], [-0.733, -1.211, -0.766], [-1.139, -2.181, 0.117], [-1.339, -1.491, 1.318], [-1.617, -2.201, 2.420], [-1.712, -3.556, 2.383], [-1.517, -4.164, 1.105], [-1.188, -3.491, 0.040], [3.045, -6.283, -3.149], [4.289, -5.125, -3.068], [0.765, -5.843, -3.066], [-1.108, -4.307, -2.795], [1.794, -1.158, -2.790], [3.617, -2.727, -3.132], [-1.693, -1.661, 3.326], [-2.029, -4.227, 3.165], [-1.632, -5.309, 1.034], [2.579, -1.649, 2.973], [1.631, -1.771, 1.843], [1.472, -2.881, 1.316], [1.116, -0.614, 1.292], [2.232, -2.453, 3.664], [2.591, -0.649, 3.424], [3.589, -1.830, 2.616]],
  "atomic_forces_ev_per_a": [[-0.49, 0.93, -0.28], [-1.33, 0.44, -0.78], [-0.20, 0.31, 1.19], [-0.81, -0.80, 0.52], [1.54, -0.40, -0.74], [-0.14, -1.06, 0.06], [-1.29, -0.25, -0.63], [2.53, 2.99, 0.23], [-1.39, -1.74, 1.39], [0.40, 1.05, -0.22], [0.33, -1.84, -0.85], [-1.68, -0.66, 1.57], [0.61, 1.30, -0.14], [0.55, -0.06, -0.56], [-0.14, 0.86, 0.37], [1.07, 0.02, -0.57], [0.64, 1.53, -0.11], [-0.44, -0.81, -0.75], [1.32, -0.45, -0.68], [-0.43, -0.78, -0.62], [-0.52, 0.09, 0.44], [0.07, -0.01, 0.11], [0.94, -0.04, -0.35], [0.02, -0.10, -0.46], [-1.09, -0.09, -0.14], [0.31, 0.06, 0.01], [0.96, 0.37, 0.52], [0.02, 0.10, -0.15], [-1.04, -0.84, 0.50], [0.31, -0.14, -0.17], [-1.13, -0.09, 0.69], [-0.35, -0.42, 0.71], [-0.06, 0.68, 0.05], [-0.88, -0.10, -0.22], [-0.02, -0.44, -0.86], [0.03, 0.56, 0.18], [2.00, 0.41, 0.55], [-0.22, -0.31, -0.31], [-0.30, -0.13, 1.06], [-0.68, 0.30, 0.34], [1.18, 0.15, -0.82], [0.70, -0.76, -0.70], [-1.14, 0.01, -0.78], [-0.44, 0.45, 0.92], [1.37, -1.42, -0.02], [1.84, 0.35, 0.03], [0.25, -1.28, -0.55], [-1.08, 2.35, 0.77], [-0.14, 0.43, -0.43], [-1.86, -1.43, 0.88], [-0.44, 0.56, -0.23], [1.73, 0.80, 0.08], [-0.93, -0.91, 0.02], [0.10, 0.31, 0.18], [-0.68, -0.91, -0.49], [-0.12, 0.99, 3.01], [0.35, -1.13, -1.97], [0.72, 0.35, -0.36], [-0.38, -1.51, -1.92], [-0.45, -1.36, 1.85], [-0.11, 0.28, -2.00], [0.01, -0.05, 0.01], [-1.42, 0.31, -0.13], [-0.19, -1.50, 0.03], [0.44, 0.13, -0.21], [0.24, 1.77, -0.22], [0.57, -0.05, 0.00], [-0.24, 0.62, 0.82], [0.13, 0.45, 0.48], [0.31, 1.97, -0.13], [-0.57, 0.42, 1.04], [0.57, -2.30, -2.09], [-0.56, 3.16, 0.85], [0.69, -1.54, 1.35], [0.75, 0.73, -0.19], [-0.23, -0.49, 0.08], [-0.03, -0.38, -0.08]],
  "mulliken_charge": [2.51, -0.84, -0.47, 0.00, -0.40, -0.79, -1.13, 1.12, -0.59, 0.61, -1.19, 0.36, -1.07, 0.59, -0.15, -0.82, -0.38, -0.74, -0.59, 0.07, -0.42, 0.29, 0.23, 0.38, 0.61, 0.48, 0.55, 0.59, 0.47, 0.41, 0.35, 0.34, 0.53, -0.14, 1.07, -0.59, 0.47, -0.04, 0.41, -0.17, -0.10, -0.15, 0.33, -0.17, -0.46, 1.18, -0.89, -0.68, -0.13, -0.85, -0.80, 1.32, -0.68, -0.72, -0.18, 0.57, 0.02, -0.16, -0.94, -0.33, -0.27, 0.18, 0.20, 0.39, 0.47, 0.90, 0.40, 0.48, 0.47, 0.35, -1.23, 0.41, -0.47, -0.29, 0.33, 0.19, 0.36]
}

---

Entry 3:
{
  "formula": "C3H5O2",
  "method": "ωB97M-V/def2-TZVPD",
  "charge": 0,
  "s_squared": 0.753,
  "spin_multiplicity": 2,
  "e_above_lowest_kcal_mol": 37.2,
  "homo_energy_ha": [-0.284, -0.373],
  "total_energy_ha": -267.6692,
  "mol_weight_g_mol": 73.1,
  "species": ["O", "C", "C", "O", "C", "H", "H", "H", "H", "H"],
  "xyz": [[-0.390, -1.880, 1.630], [-0.089, -0.796, 1.201], [0.694, -0.602, -0.085], [0.758, 0.755, -0.438], [-0.425, 1.355, -0.728], [0.217, -1.197, -0.884], [1.721, -0.957, 0.083], [-0.303, 2.242, -1.350], [-1.431, 0.932, -0.779], [-0.752, 0.148, 1.351]],
  "atomic_forces_ev_per_a": [[0.80, 0.59, 0.55], [-2.87, 0.30, -1.78], [0.92, -0.53, 0.61], [-0.48, -0.05, -0.17], [-0.22, 1.26, -0.91], [0.10, 0.11, 0.32], [-0.21, 0.11, -0.34], [0.18, -0.13, 0.41], [0.67, -0.78, 0.35], [1.11, -0.90, 0.96]],
  "nbo_charge": [-0.49, 0.41, -0.18, -0.48, -0.12, 0.21, 0.22, 0.16, 0.16, 0.11]
}

---

Entry 4:
{
  "formula": "C4H5NO2",
  "method": "ωB97M-V/def2-TZVPD",
  "charge": 0,
  "spin_multiplicity": 1,
  "e_above_lowest_kcal_mol": 15.0,
  "homo_energy_ha": -0.379,
  "smiles": "O=C1CCN=CO1",
  "total_energy_ha": -360.6455,
  "mol_weight_g_mol": 99.1,
  "species": ["O", "C", "C", "C", "N", "C", "O", "H", "H", "H", "H", "H"],
  "xyz": [[-0.539, -2.109, 1.204], [-0.605, -1.046, 0.658], [0.066, 0.244, 1.065], [0.972, 0.683, -0.107], [0.412, 0.410, -1.421], [-0.687, -0.201, -1.510], [-1.342, -0.917, -0.510], [-0.744, 0.966, 1.223], [0.612, 0.142, 2.010], [1.974, 0.244, -0.031], [1.105, 1.773, -0.120], [-1.225, -0.189, -2.462]],
  "atomic_forces_ev_per_a": [[-0.25, 0.63, -0.19], [0.38, -0.51, 0.50], [-0.12, 0.01, -0.08], [0.11, 0.15, -0.12], [-0.76, -0.03, 0.14], [0.36, 0.36, -0.08], [0.42, 0.26, -0.43], [0.16, 0.03, -0.12], [-0.14, -0.17, -0.36], [-0.23, -0.02, -0.03], [0.09, -0.24, 0.37], [-0.02, -0.47, 0.41]],
  "nbo_charge": [-0.51, 0.80, -0.55, -0.25, -0.45, 0.38, -0.52, 0.23, 0.25, 0.21, 0.22, 0.19]
}

---

Entry 5:
{
  "formula": "C5H8N2S",
  "method": "ωB97M-V/def2-TZVPD",
  "charge": 0,
  "spin_multiplicity": 1,
  "e_above_lowest_kcal_mol": 3.5,
  "homo_energy_ha": -0.302,
  "smiles": "CC1=CCNC(=S)N1",
  "total_energy_ha": -703.0244,
  "mol_weight_g_mol": 128.2,
  "species": ["C", "C", "C", "C", "N", "C", "S", "N", "H", "H", "H", "H", "H", "H", "H", "H"],
  "xyz": [[0.552, 0.737, 2.115], [0.275, 0.186, 0.744], [0.872, -0.863, 0.195], [0.328, -1.337, -1.154], [-0.603, -0.436, -1.783], [-1.120, 0.681, -1.236], [-2.181, 1.716, -1.980], [-0.645, 0.924, 0.026], [0.745, 1.821, 2.016], [1.390, 0.210, 2.638], [-0.330, 0.593, 2.726], [1.545, -1.526, 0.749], [1.171, -1.610, -1.806], [-0.237, -2.270, -0.950], [-0.800, -0.593, -2.750], [-0.962, 1.766, 0.449]],
  "atomic_forces_ev_per_a": [[0.58, -0.16, -0.04], [1.16, -0.29, 0.42], [-0.80, -0.43, -0.59], [0.53, -1.48, 1.12], [0.14, 0.75, -0.15], [0.71, -0.22, 0.28], [0.03, -0.13, -0.05], [-0.72, 0.40, -0.03], [0.10, -0.47, 0.32], [-0.61, 0.57, -0.69], [-0.30, 0.14, 0.24], [-0.22, 0.46, -0.33], [-0.36, 0.27, -0.14], [0.44, 0.07, -0.17], [-0.29, 0.05, -0.23], [-0.39, 0.46, 0.02]],
  "nbo_charge": [-0.64, 0.19, -0.28, -0.24, -0.58, 0.30, -0.25, -0.62, 0.22, 0.23, 0.22, 0.22, 0.20, 0.19, 0.42, 0.42]
}